A molecular structure, C50H132AsF12N10O13S2 in a non-equilibrium geometry. Source: the OMol25 dataset; level of theory: ωB97M-V/def2-TZVPD.

```
220
Properties=species:S:1:pos:R:3
C -1.596 -0.288 1.020
F -2.530 0.098 0.218
F -1.053 0.698 1.740
F -2.224 -1.139 1.911
S -0.206 -1.309 0.031
O -0.545 -2.703 0.282
O -0.365 -0.959 -1.327
N 1.267 -0.837 0.785
S 1.868 0.197 -0.274
O 2.368 -0.421 -1.502
O 1.142 1.440 -0.503
C 3.501 0.707 0.648
F 4.513 -0.215 0.423
F 3.985 1.889 0.181
F 3.248 0.867 1.914
C -3.564 1.025 -4.699
C -4.630 1.782 -3.932
N -6.093 1.365 -4.265
C -6.409 1.262 -5.839
C -6.224 -0.079 -3.692
C -7.685 -0.593 -3.751
C -7.167 2.343 -3.667
C -7.139 2.420 -2.094
O -5.940 2.959 -1.487
C -6.155 3.479 -0.204
H -3.521 -0.058 -4.581
H -2.614 1.497 -4.447
H -3.797 1.137 -5.757
H -4.558 2.822 -4.251
H -4.521 1.695 -2.851
H -7.493 1.187 -5.926
H -5.859 0.521 -6.420
H -6.199 2.230 -6.294
H -5.995 -0.034 -2.627
H -5.469 -0.654 -4.228
H -8.086 -0.675 -4.761
H -8.472 -0.234 -3.087
H -7.730 -1.675 -3.625
H -8.193 2.025 -3.851
H -7.031 3.303 -4.164
H -7.235 1.395 -1.736
H -7.979 3.022 -1.746
H -6.772 4.377 -0.176
H -5.191 3.705 0.251
H -6.623 2.760 0.468
C 2.641 3.400 -6.205
C 3.917 2.621 -6.701
N 4.016 2.454 -8.248
C 5.207 1.443 -8.446
C 2.771 1.851 -8.997
C 2.267 0.569 -8.294
C 4.258 3.864 -8.777
C 4.278 4.053 -10.349
O 5.149 3.146 -11.006
C 5.144 3.326 -12.507
H 2.644 3.519 -5.121
H 1.755 2.879 -6.566
H 2.503 4.423 -6.555
H 3.904 1.603 -6.311
H 4.836 3.096 -6.358
H 6.081 2.077 -8.295
H 5.174 1.158 -9.497
H 5.094 0.615 -7.746
H 3.029 1.599 -10.026
H 1.983 2.603 -8.975
H 1.296 0.251 -8.673
H 1.988 0.765 -7.258
H 2.923 -0.302 -8.296
H 5.234 4.140 -8.380
H 3.568 4.600 -8.365
H 4.466 5.093 -10.616
H 3.225 3.977 -10.621
H 5.579 4.274 -12.825
H 4.133 3.286 -12.914
H 5.635 2.522 -13.055
C 4.184 -6.821 -6.251
C 3.118 -5.711 -6.014
N 2.005 -6.167 -5.049
C 1.132 -4.948 -4.632
C 1.155 -7.200 -5.790
C 0.015 -7.935 -4.991
C 2.453 -6.836 -3.701
C 3.269 -6.029 -2.768
O 4.544 -5.856 -3.339
C 5.368 -4.926 -2.642
H 3.837 -7.615 -6.911
H 4.601 -7.391 -5.420
H 5.103 -6.463 -6.716
H 2.926 -5.316 -7.012
H 3.548 -4.928 -5.389
H 1.766 -4.172 -4.204
H 0.409 -5.347 -3.920
H 0.661 -4.566 -5.538
H 1.846 -8.009 -6.027
H 0.882 -6.726 -6.733
H -0.631 -8.534 -5.633
H -0.577 -7.360 -4.279
H 0.367 -8.624 -4.224
H 2.924 -7.772 -4.002
H 1.522 -7.038 -3.171
H 3.385 -6.601 -1.848
H 2.872 -5.079 -2.409
H 4.830 -3.990 -2.491
H 6.205 -4.533 -3.220
H 5.712 -5.261 -1.663
C -4.443 8.524 6.218
C -3.548 7.723 7.187
C -3.924 6.166 7.289
O -3.034 5.381 6.492
C -3.278 3.998 6.558
N -2.042 7.947 6.712
H -1.486 7.138 6.948
H -1.956 7.983 5.707
H -1.697 8.859 6.978
H -4.020 9.442 5.810
H -5.323 8.873 6.758
H -4.714 7.920 5.352
H -3.612 8.134 8.195
H -4.890 5.990 6.816
H -3.960 5.876 8.339
H -4.240 3.683 6.153
H -3.244 3.604 7.573
H -2.546 3.395 6.021
C 4.524 7.228 0.482
C 3.045 7.409 0.618
C 2.171 6.244 1.070
O 0.899 6.615 1.543
C -0.232 6.075 0.877
N 2.880 8.531 1.661
H 3.063 8.228 2.607
H 3.393 9.382 1.481
H 1.900 8.767 1.723
H 4.911 6.743 1.379
H 5.050 8.137 0.192
H 4.744 6.563 -0.353
H 2.628 7.837 -0.294
H 2.587 5.641 1.878
H 2.121 5.564 0.220
H -0.213 6.131 -0.212
H -1.116 6.590 1.253
H -0.492 5.021 0.977
C 0.839 -3.608 6.395
C 0.769 -2.530 5.252
C 0.451 -1.091 5.764
O 1.466 -0.800 6.708
C 1.351 0.478 7.305
N 2.134 -2.469 4.575
H 2.121 -2.009 3.676
H 2.742 -1.850 5.093
H 2.700 -3.305 4.588
H 1.325 -3.283 7.315
H 1.449 -4.451 6.069
H -0.181 -3.872 6.675
H 0.090 -2.854 4.463
H -0.525 -0.915 6.216
H 0.350 -0.444 4.893
H 0.878 0.421 8.285
H 0.770 1.270 6.833
H 2.341 0.898 7.483
C -4.977 -6.664 -1.048
C -6.429 -6.281 -0.904
C -7.263 -6.681 -2.102
O -8.620 -6.289 -1.892
C -9.579 -6.371 -2.898
N -6.980 -6.630 0.439
H -7.568 -7.451 0.441
H -6.185 -6.637 1.062
H -7.581 -5.894 0.781
H -4.705 -6.209 -2.001
H -4.804 -7.733 -1.173
H -4.334 -6.319 -0.239
H -6.364 -5.193 -0.893
H -7.213 -7.754 -2.282
H -6.874 -6.169 -2.982
H -10.419 -5.697 -2.733
H -9.968 -7.362 -3.134
H -9.177 -5.985 -3.835
C -7.796 -1.323 8.025
C -6.982 -2.675 7.824
C -5.514 -2.395 7.566
O -4.670 -3.656 7.582
C -4.751 -4.374 6.311
N -7.148 -3.588 9.015
H -6.519 -4.375 8.944
H -7.003 -3.027 9.842
H -8.101 -3.921 9.018
H -7.158 -0.756 8.703
H -8.746 -1.476 8.536
H -7.900 -0.728 7.118
H -7.360 -3.243 6.974
H -5.180 -1.721 8.355
H -5.272 -1.849 6.654
H -4.213 -3.895 5.492
H -5.782 -4.408 5.957
H -4.451 -5.409 6.469
C 9.395 3.574 7.792
C 8.797 2.351 7.079
C 8.515 2.622 5.558
O 9.719 2.388 4.767
C 9.407 2.601 3.364
N 9.763 1.137 7.211
H 9.237 0.284 7.336
H 10.444 1.088 6.467
H 10.330 1.133 8.047
H 8.781 4.472 7.728
H 10.377 3.865 7.419
H 9.530 3.454 8.867
H 7.831 2.141 7.540
H 8.179 3.625 5.296
H 7.749 1.903 5.265
H 8.855 3.497 3.081
H 8.784 1.814 2.938
H 10.320 2.573 2.770
As 7.661 -3.501 4.664
F 6.112 -4.496 4.521
F 7.775 -4.023 6.390
F 9.203 -2.562 4.842
F 7.467 -3.131 2.877
F 6.711 -2.081 5.137
F 8.509 -5.009 4.118
```

Calculated values
- LUMO energy (eV) = -10.75
- HOMO level (hartree) = -0.688
- total charge = +7
- total energy (eV) = -210551.168

Atom charges from the Mulliken analysis, given in e for atoms 1 to 6: 0.63, -0.20, -0.22, -0.25, 0.87, -0.66